Record 1
{"formula": "C3HN3", "method": "ωB97M-V with the def2-TZVPD basis set", "smiles": "c1cnnnc#1", "lumo_energy_ev": [-0.7, -0.7], "homo_ha": [-0.3524, -0.3524], "e_above_lowest_kcal_mol": 107.6, "elements": ["C", "C", "C", "N", "H", "N", "N"], "xyz": [[-0.27943, -1.12265, 0.23426], [0.90497, -0.68750, 0.03587], [1.37577, 0.52033, -0.24182], [-1.21220, 0.34379, 0.08023], [-0.87407, -1.98347, 0.43266], [0.70346, 1.60515, -0.37667], [-0.61849, 1.32436, -0.16452]]}

---

Record 2
{"formula": "C13H8IMoO6S3", "method": "ωB97M-V with the def2-TZVPD basis set", "s2": 2.0174, "charge": -1, "lumo_energy_ev": [2.0, 1.9], "multiplicity": 3, "homo_ha": [-0.1918, -0.2044], "elements": ["H", "O", "O", "C", "Mo", "S", "S", "H", "C", "H", "H", "O", "C", "S", "C", "C", "C", "C", "H", "C", "C", "O", "C", "C", "H", "C", "O", "I", "H", "O", "H", "C"], "xyz": [[-1.77234, -0.84940, -2.07260], [-3.34914, -0.85610, -0.71020], [-4.57424, -0.89950, 1.39350], [-1.73034, -1.03240, -4.19050], [-0.86344, 0.04430, 1.00140], [1.47726, -0.55090, 1.11010], [-3.36894, -0.57340, 0.70180], [-2.42494, -1.86040, -4.19290], [-0.34224, 0.54120, -5.38600], [0.71576, 1.94540, -4.15810], [4.66426, -0.49240, 4.81100], [-2.12974, -1.35820, 1.29560], [2.71486, 0.14260, 5.43220], [-0.59224, 0.69730, 3.19760], [0.03086, 1.11340, -4.18650], [-0.46514, 0.61850, -2.97860], [1.96136, -0.26210, 2.77810], [-0.02974, 1.25890, -1.70860], [3.99046, -0.84140, 2.45970], [1.42196, 0.41280, 5.03130], [3.27106, -0.50560, 3.18990], [0.74016, 2.21620, -1.68280], [-1.34894, -0.46050, -2.99190], [-1.22484, -0.52490, -5.37300], [3.00536, 0.29910, 6.46090], [3.64526, -0.30410, 4.50370], [-2.86904, 0.81140, 0.97120], [-1.81814, -1.40050, -7.20850], [0.68816, 0.77670, 5.73240], [-0.51044, 0.73650, -0.61980], [0.04556, 0.92590, -6.31690], [1.04166, 0.23160, 3.70650]]}

---

Record 3
{"formula": "C8H18O3P", "method": "ωB97M-V with the def2-TZVPD basis set", "charge": 1, "lumo_energy_ev": -4.6, "homo_ha": -0.5008, "e_above_lowest_kcal_mol": 75.7, "elements": ["C", "H", "H", "P", "H", "O", "H", "H", "H", "C", "H", "H", "H", "H", "O", "C", "H", "C", "H", "H", "O", "H", "H", "H", "H", "C", "C", "H", "C", "C"], "xyz": [[-0.74612, -1.28665, 0.82315], [0.52698, -0.67359, 4.08285], [2.53495, -0.86139, 4.97677], [-2.17458, -0.73684, -1.72156], [-0.57901, 0.42823, 1.93003], [-1.78888, 0.79239, -1.77244], [0.57754, -0.32073, -1.94761], [3.49680, -0.24112, 3.67805], [-4.43340, -0.42008, -1.62734], [1.66231, 1.15680, -3.33003], [1.27053, 0.91995, 3.59736], [-0.65645, -2.07721, 1.47633], [-3.98607, -1.73963, -0.50424], [1.16932, 1.04406, -4.22869], [1.14435, -0.66476, 2.10175], [2.63484, -0.77447, 3.94479], [2.06967, 2.17430, -3.10272], [0.09406, -0.16663, 1.33449], [0.37101, 0.36604, 0.35892], [2.48738, -1.67636, 3.38030], [-1.44346, -1.28439, -0.18555], [-3.62692, 0.02032, -0.12666], [2.48810, 0.45059, -3.24542], [-0.73647, 2.34047, -2.63294], [0.92091, 1.41736, -1.23564], [-3.76293, -0.75532, -0.89233], [0.70204, 0.80660, -2.15390], [-0.84042, 0.73253, -3.74542], [-0.73689, 1.22641, -2.65704], [1.36080, -0.19686, 3.42476]]}

---

Record 4
{"formula": "C4H9N", "method": "ωB97M-V with the def2-TZVPD basis set", "smiles": "C[C@H]1CN1C", "lumo_energy_ev": 1.3, "homo_ha": -0.3319, "e_above_lowest_kcal_mol": 24.0, "elements": ["N", "C", "C", "H", "H", "H", "H", "H", "C", "C", "H", "H", "H", "H"], "xyz": [[0.50655, -0.28826, -0.53506], [1.85398, 0.24114, -0.40213], [0.01636, -1.12519, 0.54431], [-0.16617, 0.98456, 1.08422], [-0.58038, -1.98888, 0.25770], [-1.81928, 1.44770, -0.86239], [0.68149, -1.28732, 1.39385], [-2.13460, -0.29515, -0.93452], [-1.85486, 0.52741, -0.26799], [-0.50671, 0.25000, 0.35012], [2.32410, -0.00148, 0.56726], [2.48386, -0.16566, -1.20007], [-2.63239, 0.64087, 0.49668], [1.83338, 1.33122, -0.51206]]}

---

Record 5
{"formula": "C21H23F2N3O4", "method": "ωB97M-V with the def2-TZVPD basis set", "smiles": "O=C(c1cc(COc2c(F)cccc2F)on1)N1CCN(C2CCCCC2)C(=O)C1", "lumo_energy_ev": 0.5, "homo_ha": -0.3333, "e_above_lowest_kcal_mol": 5.7, "elements": ["C", "O", "C", "H", "C", "H", "H", "N", "H", "C", "C", "H", "C", "H", "H", "H", "H", "H", "H", "H", "H", "H", "H", "C", "C", "C", "H", "O", "H", "F", "N", "C", "H", "H", "C", "C", "O", "H", "C", "H", "C", "C", "H", "H", "C", "N", "O", "C", "C", "C", "C", "F", "C"], "xyz": [[-4.55622, 2.40174, 1.35614], [5.90719, -0.64258, 0.97847], [-3.36478, 1.55337, 0.92252], [0.26957, -0.60093, -1.13945], [3.05886, -2.71406, 0.64712], [-2.79924, 2.07829, 0.15332], [-6.63002, 1.49385, -1.25374], [-0.54554, -2.35006, -0.34552], [-6.55516, 0.77810, 0.35832], [-1.83564, -2.93629, -0.07004], [-5.97614, 1.31434, -0.39850], [-2.19744, -1.76288, 1.69633], [4.04307, -1.92056, 0.13486], [3.12858, -3.51269, 1.35296], [-5.13476, -0.49732, -1.22730], [5.32309, 3.78240, 1.20213], [-4.20096, 3.35533, 1.75054], [-6.34914, 3.24118, 0.49777], [-4.96245, 3.19737, -0.59692], [-5.09943, 1.89076, 2.15570], [5.36512, 4.07241, -1.27386], [-2.70192, 1.36796, 1.77112], [-4.23183, 0.97403, -1.61727], [1.87505, -2.23886, 0.02032], [-0.64133, -1.19898, -1.19813], [-4.78858, 0.46146, -0.83348], [5.67457, 2.07121, -2.71774], [0.46952, -3.79950, 1.03836], [-1.68837, -3.84590, 0.51438], [5.98502, -0.30766, -1.92190], [-2.74528, -0.66553, -0.00569], [-2.65820, -1.92177, 0.71178], [-2.32890, -3.17655, -1.01760], [6.06210, -2.05535, -0.55034], [5.58199, 1.67935, 1.08016], [-1.82598, -0.27095, -0.90936], [-1.89999, 0.77461, -1.52662], [5.78287, -2.62853, 1.11538], [5.47584, 3.09432, -0.83543], [-0.75024, -1.51548, -2.24526], [5.79060, 0.73238, -1.07945], [5.64511, 1.98729, -1.64343], [-3.66950, -2.30999, 0.86368], [-4.41847, -0.29832, 1.14001], [-5.49436, 2.64203, 0.17757], [2.16473, -1.24315, -0.78390], [3.49331, -1.04124, -0.72089], [-3.85594, 0.22047, 0.35531], [5.51640, -1.86584, 0.38096], [5.45178, 2.94141, 0.54032], [5.75263, 0.52745, 0.30033], [5.54466, 1.53281, 2.41694], [0.54416, -2.84500, 0.27901]]}

---

Record 6
{"formula": "C4H12N2S", "method": "ωB97M-V with the def2-TZVPD basis set", "lumo_energy_ev": [0.5, 0.5], "homo_ha": [-0.2827, -0.2827], "e_above_lowest_kcal_mol": 79.5, "elements": ["H", "C", "H", "H", "S", "N", "H", "H", "H", "H", "H", "N", "C", "H", "H", "C", "C", "H", "H"], "xyz": [[1.83785, 0.98890, 1.44932], [0.96534, 0.51823, -0.40321], [0.17883, -1.86788, 0.43656], [0.65352, -1.44150, -1.23920], [-1.97661, 0.39850, -0.80641], [-0.13868, 0.18811, 0.45314], [2.80507, -0.26819, 0.72698], [-3.08726, 1.40598, 0.97860], [-4.11486, 0.28820, 0.25152], [0.62030, 1.39843, -0.92837], [-1.09605, -1.26626, 1.54942], [-0.22494, -1.04615, 0.90695], [2.18843, 0.64130, 0.50798], [-2.76248, -0.20792, 1.23786], [2.89857, 1.36119, 0.06677], [1.28587, -0.52489, -1.52957], [-3.17244, 0.49139, 0.50389], [0.79119, -0.26490, -2.51285], [2.34837, -0.79256, -1.64941]]}

---

Record 7
{"formula": "C3H9NO2P", "method": "ωB97M-V with the def2-TZVPD basis set", "smiles": "CN(C)[P@@](C)(=O)[O-]", "charge": -1, "lumo_energy_ev": 4.1, "homo_ha": -0.1600, "e_above_lowest_kcal_mol": 6.6, "elements": ["N", "H", "H", "H", "P", "O", "C", "H", "O", "H", "H", "H", "H", "C", "C", "H"], "xyz": [[0.56045, 0.06971, 0.65129], [-0.60593, -0.35232, -1.95589], [-0.01046, -0.63832, 2.70935], [-2.10860, -0.18380, -1.08040], [-0.16025, 1.35415, -0.33885], [-1.05409, 2.16054, 0.55335], [-0.35133, -0.55955, 1.51599], [2.41146, -1.29948, 0.86085], [0.95282, 2.02941, -1.11616], [-1.26606, -0.04584, 1.46792], [-0.74944, -1.59685, 1.17589], [1.28164, -1.51786, -0.52263], [-1.43490, 1.03347, -2.12823], [-1.24666, 0.30011, -1.47010], [1.63454, -0.72576, 0.16327], [2.14680, -0.02759, -0.48564]]}

---

Record 8
{"formula": "C2H11N3O2", "method": "ωB97M-V with the def2-TZVPD basis set", "smiles": "[H]/N=C(\\N)NC.O.O", "lumo_energy_ev": 0.5, "homo_ha": -0.3386, "e_above_lowest_kcal_mol": 6.7, "elements": ["H", "H", "O", "H", "N", "H", "C", "H", "H", "H", "H", "H", "C", "H", "N", "H", "N", "O"], "xyz": [[-0.26251, -2.12543, 1.45169], [0.69001, -0.81966, 1.98082], [1.55365, -1.74750, -2.51737], [-0.61330, -1.24797, -0.60767], [0.07872, 0.89243, -1.68275], [-2.69949, 1.96686, 2.02941], [-0.21961, -1.03811, 1.40348], [0.41218, 2.40698, 0.14793], [0.51744, 1.74241, -1.96187], [0.51085, 0.18809, -2.27533], [2.04100, -2.52208, -2.81837], [1.83875, -1.75154, -1.59377], [0.06984, 0.63363, -0.33721], [-1.19591, 1.48510, 1.79163], [-0.05636, -0.68870, 0.00649], [-0.98753, -0.49620, 1.95380], [0.24387, 1.51738, 0.59252], [-1.92159, 1.60432, 2.43655]]}